1.
{"formula": "C3H5NO2", "method": "ωB97M-V/def2-TZVPD", "smiles": "C/N=C\\OC=O", "e_above_lowest_kcal_mol": 45.29, "e_homo_ev": -9.9615, "total_energy_ev": -8775.7309, "homo_lumo_gap_ha": 0.3978, "symbols": ["O", "O", "N", "C", "C", "C", "H", "H", "H", "H", "H"], "coordinates": [[2.40004, 0.43589, 1.61272], [0.98801, -0.09695, -0.08579], [-1.21267, 0.63275, 0.03157], [-0.07120, 0.57179, 0.52821], [-1.70944, -0.35840, -0.89405], [2.19397, -0.01313, 0.52053], [2.95781, -0.42172, -0.15449], [-2.57320, -0.03594, -1.48042], [0.14820, 1.01488, 1.49289], [-2.14165, -0.85759, -0.01442], [-0.97987, -0.87157, -1.55676]]}


2.
{"formula": "C22H30N2O4S", "method": "ωB97M-V/def2-TZVPD", "smiles": "COc1ccc(S(=O)(=O)N2CCC[C@H](N(C)CCc3ccccc3)C2)cc1OC", "e_above_lowest_kcal_mol": 564.54, "e_homo_ev": -8.1475, "total_energy_ev": -45283.0328, "homo_lumo_gap_ha": 0.3233, "symbols": ["S", "O", "O", "O", "O", "N", "N", "C", "C", "C", "C", "C", "C", "C", "C", "C", "C", "C", "C", "C", "C", "C", "C", "C", "C", "C", "C", "C", "C", "H", "H", "H", "H", "H", "H", "H", "H", "H", "H", "H", "H", "H", "H", "H", "H", "H", "H", "H", "H", "H", "H", "H", "H", "H", "H", "H", "H", "H", "H"], "coordinates": [[0.56969, 1.89684, -1.42015], [5.36595, -0.84662, 0.81780], [1.11117, 2.73077, -2.46044], [3.05291, -2.27568, 0.43255], [-0.38220, 0.91180, -1.88762], [0.27080, 2.89229, -0.24339], [-2.44112, 0.86098, 1.60745], [4.26471, -0.25103, 0.24911], [2.95225, -0.90910, -0.04792], [-2.98501, -1.45599, 0.11301], [6.49176, -0.30451, 1.17128], [-2.22867, -2.25130, -0.55589], [-0.39025, 3.88970, -0.37731], [3.14830, 1.67595, -0.60176], [-1.92522, 3.71503, -0.65948], [-3.72476, 0.85094, 2.14064], [-0.48179, 2.01481, 0.95481], [-1.46313, -2.20964, -1.46171], [-0.66041, -3.25856, -2.08986], [4.31811, 0.94113, -0.23507], [-0.85641, -4.40469, -1.75264], [-2.76241, 3.06656, 0.34307], [1.95534, 0.93159, -0.70932], [-2.39637, -3.67443, -0.04565], [-1.76389, -4.78458, -0.77618], [1.91160, -0.26131, -0.66009], [1.78742, -2.79574, 0.27346], [-2.19582, -0.58474, 1.40615], [-2.04938, 1.75949, 0.68298], [6.25484, 0.53668, 1.84043], [3.29217, 2.89727, -0.72714], [-1.89664, 1.11034, -0.36702], [0.00075, -3.01510, -3.15933], [2.10098, -3.89586, 0.68228], [-1.24107, -1.14379, -1.66644], [0.08324, 1.04441, 0.81838], [7.05206, 0.04331, 0.15531], [-1.90515, -5.83375, -0.28333], [5.17934, 1.61054, 0.01259], [7.10595, -0.97148, 1.55219], [-0.29126, -5.12956, -2.12801], [-2.39407, 3.61111, 1.26030], [1.47409, -2.97968, -0.90407], [-3.13234, -4.03954, 0.72637], [-2.47955, 4.83479, -0.84995], [-0.26514, 2.42316, 1.91232], [1.01842, -2.76285, 0.69327], [-4.06119, -1.48177, 0.62623], [-0.52080, 4.72673, 0.52463], [-2.07938, 3.33794, -1.69744], [-4.64456, 0.78244, 1.20596], [-4.15842, 0.24880, 2.97851], [-1.08691, -0.51283, 0.68829], [0.99709, -0.80508, -0.88528], [-2.15626, -1.19744, 2.14080], [-3.21762, -0.46906, -0.62693], [-3.55649, 2.79132, 0.17153], [0.00196, 4.60138, -1.36696], [-3.96722, 1.76757, 2.46464]]}


3.
{"formula": "C38H55GaN7O4SbSi3", "method": "ωB97M-V/def2-TZVPD", "e_above_lowest_kcal_mol": 0.00, "e_homo_ev": -7.5584, "total_energy_ev": -141465.9242, "homo_lumo_gap_ha": 0.2594, "symbols": ["Sb", "Ga", "Si", "Si", "Si", "O", "O", "O", "O", "N", "N", "N", "N", "N", "N", "N", "C", "C", "C", "C", "C", "C", "C", "C", "C", "C", "C", "C", "C", "C", "C", "C", "C", "C", "C", "C", "C", "C", "C", "C", "C", "C", "C", "C", "C", "C", "C", "C", "C", "C", "C", "C", "C", "C", "H", "H", "H", "H", "H", "H", "H", "H", "H", "H", "H", "H", "H", "H", "H", "H", "H", "H", "H", "H", "H", "H", "H", "H", "H", "H", "H", "H", "H", "H", "H", "H", "H", "H", "H", "H", "H", "H", "H", "H", "H", "H", "H", "H", "H", "H", "H", "H", "H", "H", "H", "H", "H", "H", "H"], "coordinates": [[11.09038, 11.59309, 11.16777], [14.00935, 10.88978, 11.99682], [10.55653, 9.75337, 8.34694], [13.46275, 14.20814, 12.50188], [8.86176, 8.90206, 11.16923], [11.64281, 9.77908, 15.32557], [15.03957, 8.65812, 14.31872], [14.66736, 10.86474, 13.78587], [10.61975, 9.82339, 17.34398], [11.36361, 7.89513, 16.50026], [18.02147, 13.34614, 9.23135], [14.63162, 12.82708, 9.46231], [12.69151, 8.80184, 11.38450], [11.95386, 7.17238, 15.45803], [15.54651, 10.25133, 10.89031], [19.94514, 9.53611, 11.17249], [17.63788, 10.97136, 17.86101], [12.43779, 13.89252, 9.36432], [13.17875, 12.63101, 11.40360], [15.15577, 14.96990, 12.01421], [10.11502, 8.19012, 7.34346], [15.13204, 9.88288, 14.52086], [11.35379, 7.09480, 10.32032], [18.56076, 11.15035, 19.01766], [10.53986, 9.43815, 10.31026], [12.35994, 6.15407, 10.58525], [7.99332, 7.67504, 10.08982], [12.65570, 14.27960, 8.05594], [13.42250, 6.53375, 11.41441], [9.20935, 11.09799, 8.03740], [12.19501, 10.29136, 7.74503], [11.20900, 9.23718, 16.33275], [13.41598, 13.89624, 14.36879], [16.61916, 10.00928, 17.99809], [16.98218, 11.32883, 15.59606], [12.12775, 15.51925, 12.20108], [13.46456, 13.11055, 10.04138], [15.93236, 10.37985, 15.71090], [9.33133, 8.09614, 12.77498], [18.03353, 12.31109, 9.76342], [7.72002, 10.39509, 11.38328], [17.38542, 12.02139, 14.30493], [17.85047, 11.59539, 16.67605], [17.93721, 10.97830, 10.30832], [13.54832, 7.87854, 11.78558], [14.87543, 13.31121, 8.25430], [11.56752, 8.45217, 10.65296], [15.79254, 9.63186, 16.92519], [13.92908, 14.02731, 7.52439], [16.67186, 10.54682, 10.65008], [10.68991, 11.23564, 17.32496], [15.09165, 8.27081, 17.02708], [19.10878, 10.26065, 10.81374], [10.28518, 11.74428, 13.24639], [10.92037, 7.40501, 7.29194], [10.38500, 11.59329, 18.33266], [9.43141, 7.02174, 12.60013], [14.39388, 14.00612, 14.87511], [10.27664, 8.46958, 13.16762], [12.35900, 9.77917, 6.77471], [12.57510, 7.78147, 14.91386], [16.45055, 9.55375, 18.99476], [10.15848, 10.76661, 13.73371], [9.98549, 11.66652, 16.61710], [15.92633, 14.23679, 11.73254], [7.87519, 11.25382, 10.73783], [10.04268, 8.62910, 6.36670], [13.04798, 12.90366, 14.63665], [14.18359, 14.44503, 6.55954], [12.10406, 16.14722, 13.10529], [10.73903, 7.38686, 17.14704], [7.63055, 8.13818, 9.16736], [8.62595, 8.27524, 13.61088], [18.66064, 12.29216, 16.56291], [18.18554, 12.76332, 14.43248], [12.70942, 14.62600, 14.83656], [12.23315, 5.15244, 10.18330], [13.04700, 10.05484, 8.37321], [12.49629, 6.37849, 15.76432], [10.48665, 6.77758, 9.67548], [10.93578, 12.39724, 13.84180], [15.44835, 15.54411, 12.92249], [11.88558, 14.77870, 7.49462], [9.29715, 12.25794, 13.15542], [17.68119, 11.25498, 13.50741], [16.50101, 12.51270, 13.89104], [6.67958, 10.00177, 11.28821], [13.99782, 8.39079, 16.95940], [14.11399, 5.78243, 11.77981], [9.13763, 11.44665, 6.98706], [11.11215, 15.08804, 12.13408], [7.08953, 7.37444, 10.61439], [15.87499, 13.11415, 7.82964], [9.33319, 11.98476, 8.71246], [19.14811, 10.23866, 19.26490], [11.69372, 11.55419, 17.04556], [12.36650, 16.15008, 11.32929], [19.29998, 11.95148, 18.78556], [15.06458, 15.69377, 11.19803], [8.20648, 10.64861, 8.28536], [18.04984, 11.38345, 19.94255], [14.36200, 8.16902, 12.43604], [15.27642, 7.76433, 17.99568], [9.15451, 7.70858, 7.56694], [8.57007, 6.79744, 9.90635], [7.77381, 10.70521, 12.44847], [12.20647, 11.38210, 7.53719], [11.58810, 14.32253, 9.92017], [15.42456, 7.60903, 16.21274]]}


4.
{"formula": "C30H70ClN10O14", "method": "ωB97M-V/def2-TZVPD", "e_above_lowest_kcal_mol": 8.37, "e_homo_ev": -7.1475, "total_energy_ev": -88334.1780, "total_charge": -1, "homo_lumo_gap_ha": 0.3274, "symbols": ["Cl", "O", "O", "O", "O", "O", "O", "O", "O", "O", "O", "O", "O", "O", "O", "N", "N", "N", "N", "N", "N", "N", "N", "N", "N", "C", "C", "C", "C", "C", "C", "C", "C", "C", "C", "C", "C", "C", "C", "C", "C", "C", "C", "C", "C", "C", "C", "C", "C", "C", "C", "C", "C", "C", "C", "H", "H", "H", "H", "H", "H", "H", "H", "H", "H", "H", "H", "H", "H", "H", "H", "H", "H", "H", "H", "H", "H", "H", "H", "H", "H", "H", "H", "H", "H", "H", "H", "H", "H", "H", "H", "H", "H", "H", "H", "H", "H", "H", "H", "H", "H", "H", "H", "H", "H", "H", "H", "H", "H", "H", "H", "H", "H", "H", "H", "H", "H", "H", "H", "H", "H", "H", "H", "H", "H"], "coordinates": [[1.03857, 0.46106, 0.27457], [-1.28777, -7.17838, 0.42415], [-2.20727, 3.94000, -5.22750], [-3.13834, 2.09102, 4.54224], [-3.15004, -3.49895, 1.00915], [0.15637, 1.20689, -0.60414], [2.54584, 0.72246, -5.33680], [2.02062, 4.47601, 4.78846], [6.40070, -1.11928, 1.19684], [0.34145, 0.15102, 1.50052], [4.45968, -4.42469, -3.35973], [-1.46334, -1.21523, 5.75729], [-4.25266, -0.60820, -3.26412], [2.15859, 1.30474, 0.54661], [1.46348, -0.77480, -0.35164], [-3.53828, 2.18674, 2.30476], [-1.87742, 4.23822, -3.05536], [-3.80976, 1.34413, -4.31684], [2.31720, -4.27233, -4.11364], [0.19184, 0.35117, 5.89805], [2.07935, 1.17081, -3.16456], [4.75112, -0.94080, -0.34081], [-0.64738, -5.09913, 0.92782], [-2.33337, -1.42960, 1.50298], [1.32189, 4.06491, 2.69845], [-4.88120, 1.37145, -5.28831], [2.81009, -3.87617, -1.75365], [-2.45676, 0.66340, -2.39593], [2.61863, -4.66124, -5.48381], [-2.51825, -2.48084, 0.69755], [-0.37061, -6.37573, 0.57094], [3.26788, -4.19650, -3.16635], [5.26099, -1.36245, 0.82883], [1.06083, -6.82975, 0.49604], [-0.12496, 5.33673, 4.25034], [-1.13520, 4.40884, -1.81000], [-0.17093, -1.10270, 7.77015], [1.94274, 0.45511, -4.30672], [-1.41465, 3.96361, -4.28587], [0.99695, -0.73073, -4.18773], [-2.02364, -2.27833, -0.70963], [0.06564, 0.93524, 4.56415], [-5.40012, 2.40254, 3.88628], [2.82958, 2.39778, -3.02843], [4.27327, -2.10640, 1.71960], [-0.54743, -0.68606, 6.36294], [-2.15629, 2.08697, 1.89739], [1.15338, 4.59058, 3.93526], [-3.59626, 0.42626, -3.35070], [-2.67295, -1.32581, 2.91449], [0.34073, -4.06047, 1.16806], [0.38146, 4.18310, 1.59363], [5.43112, -0.08196, -1.28979], [-3.91091, 2.20315, 3.60663], [0.03653, 3.63833, -4.49986], [-3.19403, -2.22962, 3.21985], [1.35335, -4.25239, -3.83160], [-5.87228, 3.08181, 3.17154], [-1.29570, -1.46808, -0.61199], [-1.80701, -0.20323, -2.40954], [-2.82888, -2.14200, -1.42773], [1.53807, -1.60004, -4.57116], [1.63445, -6.54884, 1.38182], [0.08745, 5.21393, 1.41954], [-0.99797, 4.69242, 4.34528], [-3.08410, 2.02739, -4.47755], [3.85705, 2.19832, -2.71381], [-1.55832, 2.67940, 2.59432], [-5.91289, 1.44360, 3.87225], [-1.82969, 4.10654, -1.02233], [1.42943, 0.96700, -2.42305], [2.19177, -4.70787, -1.41068], [1.61478, -6.42519, -0.34978], [-1.58151, -4.78443, 1.15436], [-2.87039, 0.86565, -1.40908], [0.81682, 3.74600, 0.69538], [0.64611, 0.90721, 6.59941], [-1.77559, -1.12397, 3.48048], [3.28779, -1.64107, 1.73188], [-1.65652, 1.11540, 1.91323], [-4.55975, 1.03023, -6.27351], [2.35740, 2.94569, -2.21353], [0.63794, 3.85058, -3.61789], [2.92298, 3.02428, -3.91320], [0.86237, -0.97604, -3.12964], [-2.05259, 2.51127, 0.90028], [-0.91400, 5.46226, -1.62593], [1.99847, -5.50118, -5.79095], [6.02143, -0.71339, -1.95951], [0.05537, 5.82618, 5.20606], [0.61869, -3.51231, 0.26713], [-1.47526, -3.15632, -1.05809], [0.37961, 4.31154, -5.28310], [2.13686, 3.47818, 2.60976], [3.88509, -1.33496, -0.66828], [-0.33726, 6.15386, 3.55737], [2.10226, -3.03533, -1.78168], [0.06021, -0.62974, -4.72670], [0.98963, 1.38082, 4.19746], [-1.00230, -1.60059, 8.26486], [3.64557, -4.96312, -5.67019], [2.49594, -3.75862, -6.08987], [-5.73785, 0.77283, -4.99263], [-0.21431, 0.17372, 3.84450], [0.07800, -0.25579, 8.41271], [-5.45193, 2.90130, 4.84956], [-2.85361, 4.48456, -3.02215], [0.18107, 2.59120, -4.74994], [4.67610, 0.46768, -1.84795], [-0.43898, 3.49145, 1.80729], [-0.26338, 3.76643, -1.74939], [1.23754, -4.43886, 1.66693], [-5.18766, 2.41444, -5.36977], [-0.01684, -3.35800, 1.92368], [6.11010, 0.64704, -0.85553], [-1.67279, -0.73916, 1.17281], [4.65498, -2.18100, 2.73302], [0.68073, -1.78183, 7.72609], [3.59651, -3.59515, -1.06680], [1.02430, -7.91511, 0.46761], [-0.68990, 1.71582, 4.66422], [4.15535, -3.12160, 1.32704], [-1.84763, 1.53152, -2.66307], [-4.26746, 2.18413, 1.61616], [-3.40395, -0.52257, 3.04148]]}